No. 1
DFT (the ωB97M-V functional and the def2-TZVPD basis) results for C42H63CrO24 as an isolated structure.

```
130
Properties=species:S:1:pos:R:3
Cr -0.186 0.044 -0.023
C 2.092 -0.451 -3.494
C 1.314 -0.204 -2.214
O 0.175 -0.658 -2.023
O 1.627 0.411 -1.167
H 2.953 -1.048 -3.195
H 2.284 0.563 -3.844
H 1.405 -1.009 -4.132
C 1.710 -2.641 2.524
C 1.057 -1.660 1.587
O 1.235 -0.432 1.674
O 0.226 -1.964 0.707
H 2.786 -2.472 2.482
H 1.404 -3.637 2.204
H 1.288 -2.480 3.516
C -4.142 0.311 0.879
C -2.671 0.097 0.681
O -1.732 0.539 1.370
O -2.189 -0.550 -0.281
H -4.587 0.600 -0.073
H -4.346 1.141 1.556
H -4.605 -0.614 1.221
O 4.839 -4.352 -2.142
C 5.045 -3.573 -1.221
O 6.242 -3.390 -0.748
C 6.266 -2.409 0.253
C 4.907 -2.166 0.680
C 4.035 -2.975 -0.187
H 6.746 -1.482 -0.058
H 6.722 -2.777 1.172
H 4.616 -1.124 0.548
H 4.760 -2.538 1.695
H 3.182 -2.496 -0.668
H 3.563 -3.760 0.402
O 0.769 6.680 -3.054
C 1.330 5.616 -3.227
O 1.256 4.867 -4.408
C 1.688 3.509 -4.175
C 2.635 3.606 -2.978
C 2.288 4.913 -2.295
H 2.140 3.019 -5.038
H 0.726 3.009 -4.065
H 3.621 3.643 -3.443
H 2.653 2.716 -2.349
H 3.147 5.577 -2.201
H 1.810 4.804 -1.321
O -1.038 1.750 -1.090
C -1.563 2.857 -1.248
O -0.942 3.989 -0.841
C -1.689 5.170 -1.261
C -3.017 4.702 -1.775
C -2.883 3.171 -1.957
H -1.187 5.773 -2.018
H -1.817 5.876 -0.441
H -3.321 5.190 -2.700
H -3.766 4.984 -1.035
H -2.996 2.828 -2.985
H -3.687 2.626 -1.463
O -0.756 -1.978 -6.362
C -1.705 -1.454 -5.766
O -2.399 -0.293 -6.147
C -3.474 0.048 -5.281
C -2.997 -0.550 -3.950
C -2.356 -1.826 -4.414
H -4.400 -0.345 -5.701
H -3.579 1.120 -5.120
H -3.694 -0.844 -3.165
H -2.280 0.103 -3.451
H -3.001 -2.703 -4.466
H -1.645 -2.095 -3.633
O -0.058 -7.970 -2.434
C -0.184 -7.162 -1.567
O 0.579 -7.147 -0.489
C 0.353 -6.047 0.377
C -0.709 -5.193 -0.414
C -1.285 -6.159 -1.401
H 1.248 -5.442 0.523
H -0.127 -6.481 1.254
H -0.229 -4.422 -1.016
H -1.467 -4.785 0.256
H -1.765 -5.877 -2.338
H -2.094 -6.669 -0.878
O -7.645 -4.053 0.904
C -6.556 -4.055 0.293
O -5.701 -2.983 0.416
C -4.734 -3.101 -0.658
C -4.637 -4.571 -0.951
C -6.015 -5.123 -0.632
H -3.726 -2.747 -0.444
H -5.162 -2.534 -1.484
H -3.823 -5.025 -0.385
H -4.335 -4.696 -1.991
H -6.026 -6.126 -0.206
H -6.740 -5.177 -1.444
O 0.991 1.326 6.237
C -0.182 1.479 5.909
O -0.913 2.566 6.283
C -2.210 2.573 5.783
C -2.192 1.587 4.644
C -1.005 0.657 4.931
H -2.452 3.601 5.513
H -2.875 2.263 6.588
H -1.996 2.125 3.717
H -3.147 1.062 4.659
H -0.464 0.436 4.011
H -1.344 -0.275 5.384
O 5.912 -1.362 3.783
C 5.203 -0.343 3.684
O 3.927 -0.464 4.103
C 3.214 0.785 3.968
C 4.035 1.568 2.973
C 5.446 1.099 3.207
H 3.169 1.301 4.927
H 2.204 0.663 3.578
H 3.850 2.638 3.066
H 3.684 1.338 1.967
H 5.821 1.685 4.046
H 6.025 1.260 2.298
O 0.672 2.040 0.962
C 1.068 3.091 1.487
O 2.124 3.742 1.044
C 2.235 5.000 1.696
C 0.978 5.320 2.453
C 0.283 3.904 2.496
H 2.498 5.788 0.989
H 3.085 4.925 2.374
H 0.401 6.099 1.954
H 1.259 5.833 3.373
H -0.793 3.957 2.327
H 0.434 3.380 3.440
```

Orbital gap (spin up / spin down) ... 8.22 / 9.39 eV
Highest occupied orbital energy (spin up / spin down) ... -0.3335 / -0.3593 Ha
Spin multiplicity ... 4
⟨S²⟩ ... 3.79

Atomic partial charges in e from the Löwdin method, atoms 1 to 8: Cr 1.15; C 0.07; C -0.65; O -0.05; O -0.07; H 0.09; H 0.07; H 0.09


No. 2
DFT (the ωB97M-V functional and the def2-TZVPD basis) results for C12H12AuCl2N3O2S2 as an isolated structure.

```
34
Properties=species:S:1:pos:R:3
Au -0.500 -0.154 0.745
O 4.390 -0.936 -0.135
C 4.679 0.340 -0.066
C 6.041 0.676 -0.035
C 6.434 1.987 0.003
C 5.479 3.024 0.056
C 4.148 2.733 0.045
C 3.694 1.389 -0.051
C 2.319 1.008 -0.088
O 1.884 -0.128 0.060
N 1.308 2.042 -0.337
N -0.954 2.594 -0.046
C -1.498 3.763 -0.141
S -1.050 5.074 0.895
C -2.533 6.060 0.516
C -2.901 5.813 -0.930
S -2.821 4.014 -1.221
H 3.434 -1.104 -0.102
H 6.749 -0.141 -0.030
H 7.486 2.234 0.022
H 5.806 4.049 0.156
H 3.447 3.546 0.199
H -2.281 7.103 0.707
H -3.320 5.748 1.201
H -2.216 6.290 -1.630
H -3.919 6.141 -1.137
Cl -4.107 -3.278 -0.231
C -3.437 -1.808 0.439
Cl -1.808 -2.141 1.156
H -4.063 -1.439 1.244
H -3.301 -1.079 -0.349
N 1.484 3.093 -0.964
C -0.028 1.772 0.168
H 2.385 3.094 -1.466
```

Net charge ... +2
Orbital gap (spin up / spin down) ... 5.27 / 5.27 eV
Highest occupied orbital energy (spin up / spin down) ... -0.5503 / -0.5503 Ha

Atomic partial charges in e from the Löwdin method, atoms 1 to 8: Au 0.67; O 0.17; C -0.21; C 0.04; C 0.01; C -0.04; C -0.05; C -0.07


ΔE to the lowest compared entry with this formula, charge and spin for every record listed, in sequence, given in eV: 2.475, 0.516.
Max |F| for every record listed, in sequence, given in eV/A: 4.50, 2.63.
Electronic energy for every record listed, in sequence, given in eV: -122138.9435, -71592.1913.